ORCA calculation (ωB97M-V/def2-TZVPD) on a 9-piece molecular cluster, C38H55N8O5P overall in a non-equilibrium geometry.

Last column: Löwdin charge in e.
Cartesian coordinates (Å):
C -6.57345 1.51826 0.74648  -0.07
C -6.59451 1.49018 -0.77362  -0.26
O -5.68068 2.43532 -1.36590  -0.16
P -4.16466 2.06110 -1.60877  0.34
O -3.74850 2.04632 -3.01292  -0.23
O -3.99147 0.64190 -0.88945  -0.10
O -3.38078 3.13266 -0.73978  -0.17
C -2.25825 2.69197 0.07002  -0.18
C -2.72644 2.15928 1.41686  -0.13
C -1.93708 0.94869 1.93408  -0.20
O -1.40039 0.16034 0.88794  -0.21
C -1.76847 -1.20069 0.92397  -0.10
H -6.47332 2.55671 1.06264  0.09
H -5.77644 0.91079 1.16491  0.06
H -7.54438 1.18670 1.11079  0.08
H -6.44955 0.48131 -1.15067  0.11
H -7.58386 1.80622 -1.09894  0.11
H -3.16204 0.26838 -1.19871  0.08
H -1.68014 1.96390 -0.49324  0.11
H -1.63578 3.57671 0.17153  0.12
H -2.60596 2.95729 2.15139  0.12
H -3.79341 1.96224 1.37884  0.09
H -2.61281 0.33924 2.53899  0.12
H -1.14542 1.28387 2.60584  0.12
H -2.81812 -1.34388 1.18221  0.09
H -1.11389 -1.75135 1.60442  0.08
H -1.61256 -1.60907 -0.07472  0.08
N 0.65992 -3.82307 -2.27758  0.00
C 1.09054 -2.93836 -1.32608  -0.13
C 2.01597 -3.58173 -0.54964  -0.11
C 2.15127 -4.90438 -1.04967  -0.10
C 1.30556 -5.02423 -2.11813  -0.14
H -0.02674 -3.62152 -2.98143  0.14
H 0.70712 -1.93302 -1.28394  0.11
H 2.54593 -3.15318 0.28520  0.08
H 2.80272 -5.67324 -0.66748  0.08
H 1.10543 -5.85463 -2.77448  0.11
N 1.41824 -2.94890 3.06188  0.01
C 2.38527 -1.98193 3.03239  -0.14
C 2.88579 -1.85018 4.30043  -0.11
C 2.19295 -2.77890 5.12585  -0.12
C 1.29504 -3.44166 4.33162  -0.13
H 0.88341 -3.25138 2.26695  0.12
H 2.63321 -1.47080 2.11797  0.10
H 3.65916 -1.16457 4.60520  0.09
H 2.33459 -2.93789 6.18222  0.09
H 0.58376 -4.21616 4.56124  0.11
N 3.98426 -7.11815 1.57264  -0.01
C 4.65803 -8.01546 0.78906  -0.15
C 5.99279 -7.72398 0.87471  -0.11
C 6.12863 -6.60798 1.74512  -0.11
C 4.87202 -6.25784 2.15959  -0.14
H 2.98952 -7.09206 1.69703  0.14
H 4.13346 -8.77928 0.24146  0.10
H 6.78470 -8.25140 0.37049  0.09
H 7.04406 -6.11963 2.03327  0.09
H 4.53451 -5.47508 2.81761  0.10
N 0.98087 7.21809 -1.06442  0.00
C 0.78121 8.09194 -0.03123  -0.14
C -0.44514 7.82210 0.51440  -0.11
C -1.00378 6.73912 -0.21802  -0.12
C -0.09935 6.38768 -1.18372  -0.14
H 1.80184 7.18893 -1.64014  0.12
H 1.52536 8.82580 0.22579  0.10
H -0.89174 8.34102 1.34560  0.09
H -1.96189 6.27332 -0.05526  0.09
H -0.13463 5.62376 -1.94149  0.11
N -11.68907 3.70422 -2.96854  0.00
C -11.45840 2.57339 -3.70325  -0.15
C -10.10320 2.39938 -3.78903  -0.11
C -9.49302 3.46770 -3.07628  -0.12
C -10.49792 4.25456 -2.58103  -0.14
H -12.59423 4.07526 -2.74976  0.14
H -12.27322 1.99340 -4.10057  0.10
H -9.60301 1.59782 -4.30586  0.09
H -8.43698 3.63878 -2.94518  0.09
H -10.46704 5.15383 -1.99066  0.10
N 1.09315 -4.38980 -5.75235  0.00
C -0.15129 -4.30371 -6.31766  -0.15
C -0.01586 -4.51309 -7.66316  -0.11
C 1.36417 -4.73717 -7.91900  -0.11
C 2.02114 -4.65603 -6.72094  -0.14
H 1.29507 -4.27466 -4.77643  0.10
H -1.02391 -4.10173 -5.71962  0.10
H -0.81558 -4.50691 -8.38415  0.09
H 1.82090 -4.93518 -8.87376  0.09
H 3.06338 -4.76395 -6.47569  0.11
N 4.60427 7.42891 -2.58090  -0.01
C 5.05255 8.38589 -1.70900  -0.15
C 5.94419 7.79011 -0.85941  -0.11
C 6.03945 6.42170 -1.23407  -0.11
C 5.20224 6.22940 -2.29879  -0.14
H 3.94204 7.58460 -3.31798  0.14
H 4.70094 9.40143 -1.76930  0.10
H 6.47153 8.27954 -0.05833  0.09
H 6.65324 5.66643 -0.77348  0.09
H 4.98185 5.34873 -2.87678  0.10
N 5.21340 -3.07788 6.57075  0.00
C 6.18552 -2.11767 6.53955  -0.15
C 6.69473 -1.99353 7.80515  -0.11
C 6.00238 -2.91936 8.63149  -0.11
C 5.09659 -3.57372 7.83919  -0.15
H 4.66543 -3.37181 5.78146  0.11
H 6.43137 -1.60683 5.62443  0.10
H 7.47606 -1.31592 8.10529  0.09
H 6.15269 -3.08564 9.68482  0.09
H 4.38290 -4.34602 8.06962  0.10

## Properties
Frontier orbital gap   8.344 eV
SMILES   CCO[P@](=O)(O)OCCCOC.c1cc[nH]c1.c1cc[nH]c1.c1cc[nH]c1.c1cc[nH]c1.c1cc[nH]c1.c1cc[nH]c1.c1cc[nH]c1.c1cc[nH]c1
Lowest unoccupied orbital energy   0.14 eV

ORCA calculation (ωB97M-V/def2-TZVPD) on C38H56MnN5O4S as an isolated structure.

Last column: Mulliken spin population.
Cartesian coordinates (Å):
Mn -0.35251 -1.20845 -0.07662  4.02
C 0.84917 5.83170 -1.00779  0.00
C -0.40875 5.44991 -1.78838  0.01
C -1.55362 6.36298 -1.32500  0.01
C -0.13630 5.69475 -3.27936  0.01
C -0.79759 3.98921 -1.57201  0.01
C -0.07162 3.13766 -0.78536  0.11
C -0.46148 1.78019 -0.64404  0.06
N 0.15872 0.82518 0.01831  0.30
C 1.21007 0.89765 0.92970  -0.07
C 2.30251 1.74926 0.91510  0.03
C 3.30863 1.60299 1.86658  -0.01
C 3.17716 0.58532 2.79786  0.05
C 2.11119 -0.31762 2.84147  -0.03
C 1.09341 -0.15039 1.88933  0.01
O 0.02017 -0.92362 1.78640  0.05
C 2.18087 -1.45144 3.87418  0.00
C 3.40047 -2.32723 3.54600  0.00
C 2.35280 -0.85157 5.27857  0.00
C 0.95782 -2.37549 3.91972  0.00
C 4.55323 2.49283 1.88499  0.00
C 4.64776 3.22301 3.23304  0.00
C 4.52556 3.54935 0.77927  0.00
C 5.80976 1.63284 1.68852  0.00
C -1.74447 1.32678 -1.19986  0.15
O -2.14859 0.17858 -0.83276  0.27
C -2.44967 2.21414 -2.07406  -0.04
C -1.95042 3.48909 -2.22653  0.09
C -3.70563 1.83534 -2.87625  0.00
C -4.83212 2.84278 -2.59921  0.01
C -3.34779 1.87353 -4.37101  0.00
C -4.26580 0.43873 -2.58412  -0.01
H 1.08536 6.88366 -1.18420  0.00
H 1.70958 5.23694 -1.32150  0.00
H 0.71029 5.69374 0.06619  0.00
H -1.29050 7.41288 -1.48136  0.00
H -1.75553 6.21183 -0.26277  0.00
H -2.47503 6.15964 -1.87272  0.00
H 0.13927 6.73961 -3.44803  0.00
H -1.01264 5.47617 -3.89096  0.00
H 0.68191 5.06142 -3.62715  0.00
H 0.80376 3.48067 -0.25779  0.01
H 2.40975 2.46775 0.11719  0.02
H 3.97252 0.45584 3.52413  0.01
H 4.32843 -1.75119 3.54947  0.00
H 3.28520 -2.77793 2.55823  0.00
H 3.49477 -3.13188 4.28126  0.00
H 3.25174 -0.23810 5.36147  0.00
H 2.42403 -1.65405 6.01800  0.00
H 1.49378 -0.22701 5.53262  0.00
H 0.79307 -2.88684 2.97360  0.00
H 0.04700 -1.82501 4.15350  0.00
H 1.12421 -3.12239 4.70386  0.00
H 3.77008 3.85410 3.38785  0.00
H 5.54012 3.85498 3.26494  0.00
H 4.70087 2.51713 4.06329  0.00
H 3.65666 4.20484 0.87351  0.00
H 4.50484 3.09161 -0.21178  0.00
H 5.42227 4.17046 0.84259  0.00
H 5.90656 0.88452 2.47618  0.00
H 6.70839 2.25694 1.70162  0.00
H 5.76670 1.10656 0.73313  0.00
H -2.47872 4.16644 -2.88771  0.03
H -4.55321 3.86165 -2.87082  0.00
H -5.09699 2.83809 -1.53977  0.00
H -5.72108 2.57439 -3.17682  0.00
H -2.98581 2.85858 -4.67069  0.00
H -4.22593 1.63162 -4.97702  0.00
H -2.56549 1.14392 -4.58911  0.00
H -4.59117 0.35053 -1.54597  0.00
H -3.52312 -0.32995 -2.78528  0.00
H -5.13323 0.27131 -3.23066  0.00
C -5.66216 -3.72811 -0.61007  0.00
C -4.53231 -3.57542 -1.55689  0.00
N -4.43721 -4.15470 -2.70814  0.00
N -3.23807 -3.71334 -3.19831  0.00
C -2.57181 -2.87896 -2.37162  0.01
S -1.10584 -2.14934 -2.60980  -0.01
N -3.43191 -2.79268 -1.30245  -0.01
N -3.15784 -2.06865 -0.16073  0.02
H -6.42815 -4.34075 -1.07808  0.00
H -6.08254 -2.75430 -0.35446  0.00
H -5.34107 -4.21347 0.31334  0.00
H -2.90104 -4.01730 -4.09260  0.00
H -3.52860 -2.51544 0.66202  0.00
H -3.36345 -1.07898 -0.26887  -0.01
O 2.51176 -3.33428 -1.49493  0.01
C 2.34249 -2.27881 -0.91052  0.01
O 1.36893 -1.44487 -1.04309  0.07
H 3.11781 -1.92834 -0.19020  0.00
C -1.03355 -6.59138 1.03670  0.00
C 0.05466 -5.76834 0.33818  -0.01
C 1.40935 -6.00664 1.01981  0.00
C 0.15722 -6.17155 -1.14002  0.00
C -0.26426 -4.33546 0.39618  0.02
C -0.49171 -3.15049 0.29194  -0.21
H -0.79567 -7.65762 0.98236  0.00
H -2.00223 -6.42850 0.55920  0.00
H -1.11755 -6.30555 2.08677  0.00
H 1.67303 -7.06791 0.98054  0.00
H 1.37406 -5.69238 2.06492  0.00
H 2.18362 -5.43081 0.51100  0.00
H 0.43817 -7.22575 -1.22839  0.00
H 0.90182 -5.55014 -1.63914  0.00
H -0.80167 -6.02117 -1.64182  0.00

## Properties
Energy above the lowest of the compared OMol25 structures with the same formula, charge and spin   30.8 kcal/mol
Frontier orbital gap (spin up / spin down)   6.194 / 6.183 eV
Charge   -1
2S+1   6
Expectation value of S²   8.853
Lowest unoccupied orbital energy (spin up / spin down)   2.35 / 1.56 eV

ORCA calculation (ωB97M-V/def2-TZVPD) on C38H57BCdF4N5O2S4 as an isolated structure.

Last column: Löwdin charge in e.
Cartesian coordinates (Å):
Cd -0.15373 0.30500 0.44908  1.45
C 3.18813 -0.54667 -0.33660  -0.08
C 3.25514 0.83342 0.02653  -0.16
C 2.49955 0.99926 1.20872  -0.18
C 1.90721 -0.29503 1.49309  -0.16
C 2.37944 -1.24725 0.54476  -0.26
C 2.22051 -2.75278 0.62566  -0.55
C 1.05970 -3.14372 1.54189  -0.05
C 1.99547 -3.36096 -0.76110  -0.04
C 3.51500 -3.34049 1.21324  -0.05
C 2.52892 2.05946 2.32849  -0.51
C 2.42501 3.53244 1.90972  -0.06
C 3.84329 1.85950 3.10883  -0.05
C 1.38400 1.84815 3.33209  -0.07
C 3.99775 1.84655 -0.84857  -0.52
C 3.02326 2.90085 -1.39926  -0.05
C 5.18221 2.50382 -0.12315  -0.06
C 4.61830 1.15601 -2.07181  -0.08
H 3.68537 -0.98645 -1.19066  0.09
H 1.57143 -0.57986 2.47855  0.07
H 0.11229 -2.72642 1.20040  0.06
H 1.24198 -2.80838 2.56565  0.07
H 0.94979 -4.23087 1.56224  0.09
H 1.10009 -2.94854 -1.22582  0.07
H 1.86660 -4.44445 -0.68762  0.09
H 2.85622 -3.17339 -1.40949  0.07
H 3.71163 -2.91680 2.20089  0.08
H 4.36836 -3.10781 0.57300  0.08
H 3.43554 -4.42793 1.31141  0.08
H 3.22250 3.85745 1.24939  0.05
H 2.47898 4.15320 2.80967  0.08
H 1.47078 3.71687 1.42032  0.05
H 4.71654 2.04307 2.48227  0.06
H 3.90804 0.83228 3.47407  0.09
H 3.88427 2.53559 3.96955  0.08
H 0.40487 1.84200 2.85218  0.04
H 1.39225 2.66170 4.06300  0.08
H 1.49699 0.92139 3.89442  0.07
H 2.49527 3.42789 -0.61054  0.05
H 2.26139 2.41081 -2.01263  0.07
H 3.55505 3.63026 -2.02165  0.08
H 4.88913 3.06975 0.75435  0.04
H 5.70914 3.18514 -0.79948  0.08
H 5.88607 1.73394 0.20204  0.09
H 3.85722 0.68582 -2.69475  0.05
H 5.33985 0.39138 -1.77819  0.08
H 5.13920 1.89905 -2.68216  0.08
C -0.39971 -1.78934 -4.83356  -0.05
N 0.36315 -1.07640 -3.82020  -0.13
C 1.81063 -1.08592 -3.87946  -0.04
C -0.22696 -0.46123 -2.75169  -0.43
N 0.41050 0.14945 -1.81227  0.10
N -1.61175 -0.47062 -2.80819  0.16
C -2.50815 -0.11883 -1.81531  -0.50
N -3.79272 -0.55317 -2.12017  0.16
N -2.17061 0.57193 -0.79942  0.06
H 0.29850 -2.22312 -5.54338  0.08
H -1.04934 -1.11290 -5.40031  0.09
H -0.98588 -2.59810 -4.39591  0.08
H 2.12478 -1.68855 -4.72722  0.09
H 2.24725 -1.51609 -2.97732  0.06
H 2.20692 -0.07465 -4.00981  0.08
H 1.41661 0.02756 -1.85395  0.02
H -2.01830 -1.05642 -3.51601  0.11
H -3.79861 -1.56596 -2.23621  0.08
H -4.42614 -0.33679 -1.35816  0.06
H -2.92159 0.65080 -0.11848  0.03
O -0.17893 2.71053 0.28707  -0.61
S -1.48070 3.29800 -0.18941  0.91
C -1.29146 3.39208 -1.99241  -0.32
C -0.45364 4.63055 -2.26894  -0.23
C -1.06514 5.71910 -1.39066  -0.24
C -1.21756 5.10189 -0.00154  -0.30
H -2.29112 3.45818 -2.42989  0.10
H -0.83299 2.44374 -2.26959  0.06
H -0.46079 4.89805 -3.32687  0.11
H 0.58141 4.43989 -1.97495  0.10
H -2.04629 5.99469 -1.78752  0.11
H -0.46041 6.62667 -1.35614  0.11
H -2.02930 5.52150 0.59078  0.08
H -0.29262 5.15523 0.57413  0.09
O -1.68504 0.75110 1.99180  -0.37
C -2.66827 0.31955 2.83393  -0.64
C -3.87671 -0.20257 2.04089  -0.47
C -3.98368 -1.40846 1.41341  -0.13
C -5.18310 -1.54014 0.66206  -0.20
C -5.95620 -0.41809 0.71311  -0.44
S -5.23634 0.79452 1.69159  1.05
C -2.19506 -0.79416 3.76945  -0.44
C -0.90142 -1.10536 4.03592  -0.11
C -0.75750 -2.15428 4.98827  -0.18
C -1.95460 -2.61826 5.43284  -0.43
S -3.26003 -1.79489 4.68442  1.04
C -3.10280 1.51871 3.68277  -0.48
C -3.99795 1.65164 4.70241  -0.15
C -4.10308 2.98998 5.17123  -0.20
C -3.28084 3.83841 4.49145  -0.43
S -2.38318 3.02290 3.28285  1.06
H -3.22074 -2.17248 1.46904  0.13
H -5.43531 -2.42839 0.10062  0.10
H -6.91767 -0.25130 0.25324  0.06
H -0.09201 -0.58661 3.55103  0.07
H 0.19495 -2.55133 5.31100  0.10
H -2.14400 -3.41455 6.13459  0.05
H -4.56010 0.82301 5.11018  0.09
H -4.75193 3.29814 5.97978  0.09
H -3.15190 4.89731 4.65251  0.05
F -1.46172 -3.59170 -2.49393  0.08
B -1.93387 -3.46203 -1.16302  -1.26
F -1.69365 -4.61996 -0.44334  0.13
F -3.32694 -3.19517 -1.22563  0.08
F -1.27859 -2.35961 -0.56134  0.07

## Properties
Energy above the lowest of the compared OMol25 structures with the same formula, charge and spin   11.5 kcal/mol
Frontier orbital gap   6.354 eV
Charge   -1
Lowest unoccupied orbital energy   2.08 eV